Below is a cluster of 2 separate species, C5H16NO2 in total at a distorted geometry, with properties calculated with ωB97M-V/def2-TZVPD.

Last column: Löwdin charge in e.
Positions of all 24 atoms, in Å:
1 C -1.33292 -0.14529 0.78222  -0.240
2 O -2.14845 -0.83468 -0.08364  -0.100
3 C 0.07913 -0.09283 0.24187  -0.272
4 C 1.28276 0.15088 1.18227  -0.187
5 C 1.95787 1.42895 0.85424  -0.285
6 C 1.10306 2.60889 1.23393  -0.091
7 N 0.35486 -1.45253 -0.40601  0.173
8 H -1.53386 -0.59585 1.75678  0.142
9 H -1.78874 0.96970 0.74618  0.182
10 H -2.43709 -0.46091 -1.00690  0.165
11 H 0.03142 0.61547 -0.66642  0.181
12 H 1.03597 0.31240 2.29787  0.153
13 H 1.78340 -0.86410 1.40531  0.143
14 H 2.88749 1.52428 1.39098  0.108
15 H 2.28689 1.47722 -0.22607  0.131
16 H 0.91933 3.16679 0.37920  0.055
17 H 0.13599 2.40474 1.48441  0.023
18 H 1.51471 3.20003 2.17109  0.144
19 H -0.47896 -1.67734 -0.99624  0.111
20 H 0.24893 -2.06832 0.34682  0.123
21 H 1.36695 -1.61391 -0.85496  0.247
22 H -1.54691 -0.70161 -3.28155  0.044
23 H -0.93031 -1.92971 -3.75027  0.118
24 O -0.91638 -1.32718 -2.93152  -0.069

Atoms 1-6, force components in eV/Å:
C -1.7969 3.7988 -0.5054
O -1.9969 -1.5097 -3.5074
C 1.0678 0.4465 -1.2959
C -1.1424 -1.4997 2.9686
C 2.0262 0.0866 -1.3471
C 2.4073 1.2263 2.0734

Results
Largest force on an atom in eV/Å: 4.309
Energy relative to the best compared isomer or geometry (same formula, charge and spin) in eV: 2.624
Total charge: +1
Frontier orbital gap in eV: 11.33
HOMO energy in eV: -14.580

***

Below is a cluster of 3 separate species, C5H16NO2 in total at a distorted geometry, with properties calculated with ωB97M-V/def2-TZVPD.

Last column: Löwdin charge in e.
Positions of all 24 atoms, in Å:
1 C -0.19116 0.49882 -2.22434  -0.030
2 C -0.27865 0.64255 -0.72702  -0.307
3 N -1.49764 0.02155 -0.03868  0.053
4 C -1.00465 -0.78617 1.14516  -0.130
5 C 0.32269 -0.11915 1.47483  -0.147
6 C 0.85421 -0.01433 0.03051  -0.140
7 H -0.96259 -0.10165 -2.73274  0.092
8 H 0.69321 -0.11711 -2.47554  0.093
9 H -0.15246 1.41443 -2.81522  0.090
10 H -0.35303 1.72756 -0.45659  0.154
11 H -2.14306 -0.53499 -0.61565  0.183
12 H -2.12230 0.74568 0.46813  0.119
13 H -1.89231 -0.99687 1.81213  0.154
14 H -0.78336 -1.80108 0.80691  0.128
15 H 0.24244 0.83169 1.98942  0.109
16 H 0.90786 -0.73735 2.17389  0.133
17 H 1.01658 -1.00365 -0.38529  0.125
18 H 1.73223 0.65973 0.09674  0.146
19 H -1.83824 2.70570 1.05738  0.078
20 H -2.59293 2.18123 2.37817  0.101
21 O -2.24022 1.96201 1.50738  -0.008
22 H 4.25031 -2.21685 -0.03791  0.025
23 H 4.07477 -2.24941 -1.63287  0.034
24 O 3.95830 -2.71235 -0.79881  -0.055

Atoms 1-6, force components in eV/Å:
C 0.2141 -1.3239 -1.4569
C -0.5660 1.1772 0.4854
N -1.7267 -0.0250 0.7774
C -1.1177 -1.2026 0.1287
C -0.3143 -1.0434 0.4433
C 0.6468 1.3951 1.5244

Results
Largest force on an atom in eV/Å: 2.165
Energy relative to the best compared isomer or geometry (same formula, charge and spin) in eV: 0.831
Total charge: +1
Frontier orbital gap in eV: 10.96
HOMO energy in eV: -13.983

***

Below is a cluster of 3 separate species, C5H16NO2 in total at a distorted geometry, with properties calculated with ωB97M-V/def2-TZVPD.

Last column: Löwdin charge in e.
Positions of all 24 atoms, in Å:
1 C -0.94408 0.21592 1.36508  -0.046
2 C -0.92496 -0.49692 0.06601  -0.296
3 N -0.94694 0.46520 -1.17974  0.111
4 C -0.50299 -0.38264 -2.37424  -0.087
5 C -0.23450 -1.79481 -1.80888  -0.148
6 C 0.12847 -1.46618 -0.38089  -0.163
7 H -1.44600 -0.44177 2.08730  0.106
8 H -1.44653 1.17411 1.31997  0.091
9 H -0.06098 0.49514 1.95138  0.045
10 H -1.87414 -1.06321 -0.02327  0.160
11 H -0.19904 1.14512 -1.01670  0.171
12 H -1.89337 0.79810 -1.33762  0.176
13 H -1.28471 -0.21715 -3.13286  0.136
14 H 0.42675 0.05818 -2.75254  0.134
15 H -1.19057 -2.35650 -1.80021  0.127
16 H 0.41294 -2.42034 -2.40789  0.124
17 H 1.17850 -1.04122 -0.37135  0.144
18 H 0.26663 -2.29840 0.29959  0.134
19 H 2.47260 1.76852 0.91854  0.025
20 H 3.52842 1.58028 -0.17121  0.040
21 O 2.58538 1.60878 -0.02287  -0.056
22 H 0.11893 2.09588 3.51717  0.064
23 H 0.97878 1.03450 4.03496  0.068
24 O 0.85141 1.53938 3.22027  -0.060

Atoms 1-6, force components in eV/Å:
C 0.2310 0.0926 1.6792
C -0.7415 -0.3563 -1.4429
N 0.8846 -1.6344 0.6390
C 0.1110 0.3260 -0.5274
C -2.0879 0.0085 -0.1433
C 2.7749 0.0063 0.4759

Results
Largest force on an atom in eV/Å: 2.815
Energy relative to the best compared isomer or geometry (same formula, charge and spin) in eV: 0.739
Total charge: +1
Frontier orbital gap in eV: 11.79
HOMO energy in eV: -14.613

***

Below is a structure of composition C5H16NO3 at a distorted geometry, with properties calculated with ωB97M-V/def2-TZVPD.

Last column: Löwdin charge in e.
Positions of all 25 atoms, in Å:
1 C 1.07945 -0.68670 1.17419  -0.291
2 C 1.54679 -0.59178 2.59834  -0.113
3 C -0.20856 0.04649 0.86360  -0.226
4 N 0.08554 0.95873 -0.28142  -0.113
5 C -0.97862 1.19691 -1.29615  -0.203
6 C -1.16265 -0.15124 -2.14665  -0.377
7 O -1.58784 -1.19439 -1.37536  -0.295
8 H 1.00664 -1.62621 0.55128  0.090
9 H 1.91875 -0.28578 0.55622  0.102
10 H 2.17231 0.26855 2.61739  0.057
11 H 1.98804 -1.57459 2.67454  0.068
12 H 0.75859 -0.41527 3.29808  0.055
13 H -1.00297 -0.76170 0.64579  0.119
14 H -0.59055 0.78395 1.66005  0.125
15 H 0.82364 0.66004 -0.89338  0.088
16 H -1.88947 1.51247 -0.92493  0.063
17 H -0.83099 2.10667 -1.93491  0.101
18 H -0.33028 -0.36902 -2.85676  0.095
19 H -2.14492 0.07139 -2.74637  0.100
20 H 0.45510 2.61365 0.53440  0.007
21 H 1.85679 3.17794 0.55094  -0.001
22 O 1.00620 3.35282 0.94275  -0.126
23 H -0.64937 -3.48652 -0.21614  -0.118
24 H -0.71850 -1.97588 -0.80408  0.017
25 O -0.05335 -2.94505 -0.55516  -0.224

Atoms 1-6, force components in eV/Å:
C 0.2130 0.4171 -2.5858
C -0.3451 -1.3033 -1.0606
C -1.0773 0.6562 -0.4272
N -1.5231 1.2980 -0.9252
C 1.8275 -1.5499 -1.6209
C -3.4146 1.4308 -0.1133

Results
Largest force on an atom in eV/Å: 6.370
Energy relative to the best compared isomer or geometry (same formula, charge and spin) in eV: 2.687
Total charge: -1
Frontier orbital gap in eV: 7.59
HOMO energy in eV: -3.801

***

Below is a cluster of 4 separate species, C5H16NO5 in total at a distorted geometry, with properties calculated with ωB97M-V/def2-TZVPD.

Last column: Mulliken spin population.
Positions of all 27 atoms, in Å:
1 C 0.74775 -1.67029 -0.84459  -0.004
2 N 0.75382 -0.96906 0.36904  0.226
3 C 0.76840 2.45987 -0.75543  0.016
4 C 0.02469 1.21794 -0.07288  0.025
5 C 1.12463 0.50665 0.54464  0.051
6 C 2.53987 0.84577 -0.07143  0.015
7 O 3.18726 1.53896 0.72590  0.429
8 O 2.72858 0.51363 -1.29745  0.192
9 H 0.20625 -1.20519 -1.67277  -0.001
10 H 1.78644 -1.85657 -1.15917  0.022
11 H 0.31506 -2.78836 -0.66817  0.023
12 H 1.54111 -1.33982 0.97701  -0.007
13 H 1.09787 1.96792 -1.59453  -0.002
14 H -0.02174 3.15645 -0.78944  -0.002
15 H 1.69551 2.83372 -0.30618  0.001
16 H -0.41029 0.53199 -0.93043  0.002
17 H -0.69151 1.41095 0.75144  0.005
18 H 0.92844 0.61088 1.71098  0.001
19 H -0.60014 -0.48892 1.60795  0.002
20 H -1.93000 -0.30240 2.24352  0.001
21 O -1.37733 -0.89015 1.92042  0.002
22 H -2.78292 1.11383 -0.29930  -0.001
23 H -3.32724 -0.27688 0.12236  0.000
24 O -3.56362 0.64824 0.22628  0.000
25 H -1.50069 -2.62558 -1.02250  0.000
26 H -1.36701 -2.40864 0.51365  0.001
27 O -1.87320 -2.53493 -0.22892  0.001

Atoms 1-6, force components in eV/Å:
C 0.3896 -3.2758 -1.3313
N 4.0779 1.4668 3.2924
C -1.9980 -0.4833 2.1672
C 0.2723 1.4501 -2.1798
C -3.1299 -4.4920 2.8527
C 2.9845 0.1818 -3.4566

Results
Multiplicity: 2
Largest force on an atom in eV/Å: 6.649
Energy relative to the best compared isomer or geometry (same formula, charge and spin) in eV: 4.004
⟨S²⟩: 0.758
Frontier orbital gap (spin up / spin down) in eV: 10.83 / 6.47
HOMO energy (spin up / spin down) in eV: -10.465 / -10.353

***

Below is a cluster of 2 separate species, C5H16NOS in total at a distorted geometry, with properties calculated with ωB97M-V/def2-TZVPD.

Last column: Mulliken spin population.
Positions of all 24 atoms, in Å:
1 C -0.44213 2.69227 0.89008  0.436
2 C 0.07747 1.40861 0.21147  0.039
3 C 0.09049 0.34352 1.30718  0.020
4 C 0.26787 -1.15404 1.06846  0.104
5 S -1.31701 -1.87551 0.58326  0.277
6 C -0.92010 -3.08091 -0.80786  -0.030
7 N -0.92393 0.99867 -0.82167  0.699
8 H -0.95813 3.42473 0.23823  -0.161
9 H 0.28043 3.38812 1.32453  0.013
10 H -1.18230 2.41451 1.65738  -0.071
11 H 1.04013 1.68192 -0.25807  0.110
12 H 1.04020 0.56025 1.84509  -0.015
13 H -0.76031 0.47215 1.99783  -0.030
14 H 1.05829 -1.21020 0.30615  -0.081
15 H 0.50905 -1.58994 2.04379  0.026
16 H -1.72421 -3.29717 -1.48700  0.015
17 H -0.58006 -3.94312 -0.23176  0.001
18 H -0.04504 -2.53943 -1.15614  0.043
19 H -0.45612 0.69550 -1.67781  0.051
20 H -1.39355 0.09674 -0.55173  -0.002
21 H -1.71767 1.70099 -0.95681  -0.447
22 H 2.27856 -0.00315 -2.36653  -0.001
23 H 3.33668 -0.76063 -1.65345  0.117
24 O 2.44138 -0.42388 -1.50461  -0.110

Atoms 1-6, force components in eV/Å:
C -0.9351 0.9839 -0.0013
C -0.8224 0.8694 0.8142
C 1.6324 -0.0122 1.2605
C -0.0059 0.5034 -0.7182
S -1.2619 -0.2762 -0.8510
C 1.4112 0.9321 2.5365

Results
Multiplicity: 2
Largest force on an atom in eV/Å: 3.049
Energy relative to the best compared isomer or geometry (same formula, charge and spin) in eV: 1.803
⟨S²⟩: 0.750
Frontier orbital gap (spin up / spin down) in eV: 2.00 / 9.68
HOMO energy (spin up / spin down) in eV: -2.106 / -9.235

***

Below is a cluster of 4 separate species, C5H16O5 in total at a distorted geometry, with properties calculated with ωB97M-V/def2-TZVPD.

Last column: Löwdin charge in e.
Positions of all 26 atoms, in Å:
1 O -0.95293 2.96430 -1.21010  0.050
2 C -0.37408 2.88314 -0.17034  -0.244
3 C 0.79142 1.80637 0.05873  -0.098
4 C 0.37094 0.90071 1.23360  -0.267
5 C 1.31166 -0.16801 1.58022  -0.176
6 C 0.27476 -1.21156 1.99049  -0.255
7 O 0.67634 -2.34190 2.81096  -0.115
8 H -0.80460 3.30215 0.74898  0.122
9 H 1.02016 1.33793 -0.76220  0.035
10 H 1.58068 2.68302 0.20605  0.157
11 H 0.14528 1.50476 2.00650  0.087
12 H -0.55386 0.59596 0.98155  0.044
13 H 1.83854 0.17833 2.41662  0.099
14 H 2.08469 -0.58003 0.83737  0.151
15 H -0.21436 -0.67540 2.90469  0.147
16 H -0.54794 -1.62668 1.14046  0.168
17 H 0.33794 -3.08956 2.27120  0.081
18 O 0.53768 -2.16809 -2.59599  -0.111
19 H -0.06116 -1.37092 -2.90319  0.038
20 H 1.38669 -1.99372 -2.97971  0.010
21 O -1.32755 -0.15904 -3.08563  -0.055
22 H -2.19369 -0.52119 -2.85228  0.073
23 H -0.92030 0.53775 -2.59572  0.027
24 O -1.46416 -0.54398 -0.65360  -0.052
25 H -0.73575 -1.01958 -0.87361  -0.043
26 H -2.20640 -1.22477 -0.50505  0.125

Atoms 1-6, force components in eV/Å:
O -0.2633 0.8293 -0.8769
C 0.3958 -3.7217 0.1064
C -1.3892 6.8148 4.7829
C 3.1067 2.4860 -3.6532
C 0.2089 -3.0257 -1.3569
C -2.2491 -0.9122 2.6834

Results
Largest force on an atom in eV/Å: 8.441
Energy relative to the best compared isomer or geometry (same formula, charge and spin) in eV: 4.141
Frontier orbital gap in eV: 9.80
HOMO energy in eV: -9.513

***

Below is a cluster of 2 separate species, C5H17N2 in total at a distorted geometry, with properties calculated with ωB97M-V/def2-TZVPD.

Last column: Löwdin charge in e.
Positions of all 24 atoms, in Å:
1 C -1.91888 -0.63385 -1.53109  -0.293
2 C -1.03172 0.54642 -1.08117  -0.264
3 C -1.41521 1.07434 0.29968  -0.111
4 N -1.40189 -1.16078 -2.80284  0.001
5 H -2.90395 -0.19498 -1.70114  0.120
6 H -1.98322 -1.37465 -0.72361  0.109
7 H -1.11148 1.31431 -1.85340  0.121
8 H 0.01361 0.20092 -1.15940  0.086
9 H -1.29834 0.29669 1.05801  0.062
10 H -2.45976 1.37859 0.30123  0.096
11 H -0.78544 1.93116 0.56051  0.079
12 H -2.13779 -1.71743 -3.22397  0.075
13 H -0.62022 -1.75807 -2.58120  0.059
14 C 1.99503 -1.13348 0.71550  0.018
15 N 1.20882 -0.00655 1.29585  -0.071
16 C 1.94061 1.12716 1.93991  0.017
17 H 1.27186 -1.85590 0.34791  0.106
18 H 2.57451 -0.78688 -0.13786  0.111
19 H 2.66515 -1.49947 1.48904  0.108
20 H 0.48121 -0.28629 1.95452  0.165
21 H 0.62628 0.36391 0.52902  0.080
22 H 2.53422 0.74820 2.76908  0.108
23 H 1.19872 1.81179 2.34471  0.105
24 H 2.55788 1.61485 1.19069  0.112

Atoms 1-6, force components in eV/Å:
C 0.4928 0.9057 -0.1945
C -0.2600 -0.6091 -0.3866
C 0.2753 0.0362 -0.4511
N -0.6264 0.2422 0.7456
H -0.1254 -0.3440 0.0377
H -0.1347 -0.0431 -0.0344

Results
Largest force on an atom in eV/Å: 1.061
Energy relative to the best compared isomer or geometry (same formula, charge and spin) in eV: 1.316
Total charge: +1
Frontier orbital gap in eV: 9.37
HOMO energy in eV: -12.563

***

Below is a cluster of 2 separate species, C5H17N2O in total at a distorted geometry, with properties calculated with ωB97M-V/def2-TZVPD.

Last column: Löwdin charge in e.
Positions of all 25 atoms, in Å:
1 N 1.48451 -1.50951 -0.99704  0.199
2 C 2.09412 -0.78521 0.16584  -0.127
3 C 1.19331 0.37002 0.48927  -0.193
4 N -0.10906 -0.17503 0.89589  -0.247
5 C -1.20146 0.78533 0.60549  -0.227
6 C -2.16778 0.27633 -0.45048  -0.072
7 C -0.09330 -0.67009 2.27363  -0.067
8 H 2.09233 -2.27000 -1.31030  0.177
9 H 0.58842 -1.89062 -0.66467  0.162
10 H 1.27936 -0.88162 -1.77131  0.167
11 H 2.18366 -1.48900 0.99510  0.127
12 H 3.12836 -0.55357 -0.07809  0.138
13 H 0.99286 0.96084 -0.41473  0.119
14 H 1.57701 1.13482 1.16942  0.140
15 H -0.77386 1.78546 0.51681  0.121
16 H -1.80506 0.87606 1.51535  0.112
17 H -3.24022 0.41139 -0.28373  0.084
18 H -2.08725 0.83882 -1.38594  0.032
19 H -1.95488 -0.74460 -0.76554  0.070
20 H 0.41664 -1.62940 2.32779  0.080
21 H -1.12993 -0.86063 2.55182  0.093
22 H 0.24887 0.08542 2.98243  0.099
23 H -1.39807 2.56988 -2.62566  0.052
24 H -0.77606 1.24569 -3.04107  0.029
25 O -0.54249 2.11923 -2.70029  -0.068

Atoms 1-6, force components in eV/Å:
N 0.0123 -0.6319 0.4472
C 0.9562 0.0575 0.4129
C -1.2229 0.4826 -0.4636
N 0.4137 0.1996 -0.3864
C -0.6070 -0.5407 1.6799
C -0.1084 0.8094 -1.9045

Results
Largest force on an atom in eV/Å: 2.072
Energy relative to the best compared isomer or geometry (same formula, charge and spin) in eV: 1.673
Total charge: +1
Frontier orbital gap in eV: 9.31
HOMO energy in eV: -12.779